{"formula": "C4H13N5", "method": "ωB97M-V with the def2-TZVPD basis set", "species": ["N", "H", "H", "H", "H", "H", "H", "N", "C", "C", "N", "C", "H", "H", "C", "H", "H", "H", "N", "H", "H", "N"], "coordinates": [[-0.7354, -1.3506, 0.4142], [-2.9523, 0.9917, -1.0857], [-1.0019, 0.3629, 2.2709], [1.7415, 0.9999, -0.0559], [-1.0532, -0.9889, -2.5177], [2.2931, -1.7341, -0.7722], [-0.4350, -1.8774, -0.4074], [-0.5010, -0.1664, -2.2656], [2.1850, -0.4969, 1.5063], [-1.3688, 0.7695, 1.3329], [-1.0027, 0.5055, -1.1720], [-0.9099, -0.1134, 0.2081], [3.0345, -1.1703, 1.5542], [-0.9721, 1.7778, 1.2058], [1.9321, -0.0609, 0.0994], [-2.4592, 0.8260, 1.3749], [2.3563, 0.3551, 2.1699], [0.4878, -0.4274, -2.0797], [2.0337, -0.7637, -0.9524], [1.3150, -1.0420, 1.8623], [-1.9040, 2.2794, -1.2007], [-2.0836, 1.3241, -1.4896]], "mulliken_charge": [-0.668, 0.251, 0.354, 0.398, 0.229, 0.188, 0.293, -0.822, -1.083, -1.360, 0.752, 0.456, 0.386, 0.345, 0.175, 0.353, 0.282, 0.360, -0.647, 0.303, 0.234, -0.781], "fmax_ha_per_bohr": 0.074, "charge": 0, "lumo_energy_ev": 0.94}

{"formula": "C4H13N5", "method": "ωB97M-V with the def2-TZVPD basis set", "species": ["N", "H", "H", "H", "C", "C", "H", "N", "H", "H", "C", "H", "C", "H", "H", "N", "N", "N", "H", "H", "H", "H"], "coordinates": [[1.0604, -2.3580, 0.1917], [-0.5550, -0.6529, 3.1165], [0.9286, 0.8616, 1.9987], [1.1784, -2.1783, 1.1853], [0.0987, 0.3867, 1.4898], [-0.4306, 0.9642, 0.3619], [-0.6835, -0.3255, -1.2519], [0.3506, 1.9623, -0.2806], [-0.5903, 2.6657, -1.8696], [1.0581, 2.3566, 0.3237], [0.3050, -1.0796, -1.7305], [-1.2049, 3.2207, -0.4766], [1.1633, -1.2886, -0.6323], [0.2898, -2.9859, 0.0077], [-0.2012, -1.9686, -2.1065], [-0.3284, 3.0174, -0.9559], [-1.4658, 0.5281, -0.3949], [-0.3703, -0.7908, 2.1298], [-1.2083, -1.1593, 1.6966], [-2.0497, -0.1247, 0.1217], [1.9431, -0.5812, -0.3942], [0.7121, -0.4700, -2.5304]], "mulliken_charge": [-0.478, 0.219, 0.374, 0.331, -0.862, 0.562, 0.363, -0.033, 0.278, 0.257, -1.021, 0.281, 0.146, 0.223, 0.352, -0.706, -0.858, -0.524, 0.151, 0.249, 0.398, 0.296], "fmax_ha_per_bohr": 0.016, "charge": 0, "lumo_energy_ev": 0.89}

{"formula": "C4H13N5O", "method": "ωB97M-V with the def2-TZVPD basis set", "species": ["H", "C", "N", "C", "H", "O", "N", "H", "N", "H", "H", "H", "C", "H", "N", "H", "H", "H", "H", "H", "N", "C", "H"], "coordinates": [[1.8348, 0.4081, 0.9647], [-0.8841, -0.0752, 0.1362], [-0.0025, -0.2358, -0.9058], [0.3989, -1.3417, -1.6231], [-2.4339, -1.4358, -0.1991], [0.5492, 1.8228, 0.3364], [-0.5934, 1.2011, 0.8007], [-1.1425, 2.7654, 2.0124], [1.4031, -1.1382, -2.4911], [1.8075, -0.2086, -2.5890], [2.6190, 2.1723, 0.6585], [-2.3946, 1.7288, 1.6166], [1.7143, 1.5823, 1.1578], [1.8543, -1.9303, -3.0264], [-0.1354, -2.5221, -1.5312], [-1.1653, 1.2185, 2.8767], [-0.7001, -2.7710, -0.8199], [0.6199, 0.5363, -1.1403], [-2.0438, -1.1567, 1.4559], [1.6484, 1.9052, 2.1601], [-1.8152, -0.9850, 0.4822], [-1.3623, 1.7351, 1.9142], [0.2239, -3.2755, -2.2465]], "mulliken_charge": [0.251, 0.460, -0.174, 0.703, 0.312, -0.399, 0.355, 0.376, -0.395, 0.211, 0.246, 0.447, -0.508, 0.250, -0.331, 0.373, 0.205, 0.259, 0.251, 0.319, -0.432, -1.063, 0.285], "fmax_ha_per_bohr": 0.109, "charge": 2, "lumo_energy_ev": -8.27}

{"formula": "C4H13N5O3", "method": "ωB97M-V with the def2-TZVPD basis set", "species": ["O", "C", "H", "O", "H", "H", "C", "H", "N", "H", "C", "N", "H", "H", "H", "N", "H", "H", "N", "N", "O", "H", "H", "C", "H"], "coordinates": [[0.0957, 0.5303, 1.6929], [-0.8776, -2.5308, 1.7954], [1.4995, -2.0185, 1.5295], [-0.2540, -2.3559, 0.4371], [0.5660, 2.0985, -2.0755], [-0.1663, 3.1812, 1.7035], [0.9074, -1.8742, 0.5532], [0.7010, 1.1528, -3.7381], [-0.7718, 0.1959, -0.9034], [-1.2726, 2.3670, 2.6891], [-1.0882, 1.2596, -0.1437], [-0.9893, 2.5843, 1.7078], [-1.3987, 0.9095, -2.6046], [1.4145, 0.5237, -2.2819], [-1.7005, 1.9598, -0.5987], [1.4798, -1.2818, -0.3912], [-1.9407, -2.3990, 1.7158], [3.1314, -0.6538, -1.0540], [-0.7092, 1.3763, 1.1096], [-0.6012, 0.3731, -2.2804], [2.7210, -0.7586, -0.1720], [-0.1076, -0.5200, -0.5453], [-0.5026, -1.7144, 2.4354], [0.6029, 1.1522, -2.6035], [-0.7390, -3.5573, 2.0228]], "mulliken_charge": [-0.723, -0.726, 0.396, -0.331, 0.298, 0.252, -0.263, 0.312, 0.024, 0.259, -0.114, -0.852, 0.250, 0.110, 0.458, -0.203, 0.257, 0.355, 0.641, -0.692, -0.413, 0.584, 0.392, -0.571, 0.302], "fmax_ha_per_bohr": 0.126, "charge": 0, "lumo_energy_ev": 0.91}

{"formula": "C4H13NO", "method": "ωB97M-V with the def2-TZVPD basis set", "species": ["H", "H", "H", "H", "C", "H", "C", "H", "O", "C", "H", "H", "H", "H", "C", "H", "H", "H", "N"], "coordinates": [[-0.6018, -1.9689, 0.2119], [-0.2776, 2.9772, -2.2731], [1.2910, -2.4256, -0.8648], [-2.1080, 0.6525, 2.4516], [0.0881, -1.1661, 0.2586], [0.1197, -0.8145, 2.4173], [1.4475, -1.8707, 0.0670], [-1.0358, 0.1047, -0.6796], [0.5260, 2.8769, -1.7199], [-0.1097, -0.2237, 1.4133], [-0.5251, -0.8989, -1.7422], [0.9157, 2.0431, -2.1152], [0.7121, 0.5255, 1.4098], [-1.5651, 1.1402, 0.8116], [-1.6602, 0.2654, 1.4681], [-2.4156, -0.2078, 0.7391], [2.2121, -1.0687, -0.1976], [1.7573, -2.5679, 0.8870], [-0.1830, -0.3623, -0.9341]], "mulliken_charge": [0.340, 0.308, 0.329, 0.286, 0.310, 0.289, -1.359, 0.196, -0.656, -0.451, 0.235, 0.314, 0.297, 0.384, -1.202, 0.341, 0.269, 0.344, -0.574], "fmax_ha_per_bohr": 0.081, "charge": 0, "lumo_energy_ev": 0.90}

{"formula": "C4H13NO", "method": "ωB97M-V with the def2-TZVPD basis set", "species": ["H", "H", "C", "C", "H", "H", "H", "N", "H", "H", "O", "H", "C", "H", "H", "C", "H", "H", "H"], "coordinates": [[-1.0600, -1.2178, 0.0856], [-0.4003, 0.4759, 1.3085], [0.7542, 2.1311, -0.2112], [-1.3443, -0.2998, -0.3362], [-0.8020, 2.9320, 0.7725], [0.3346, 0.7071, -1.8534], [1.4703, 0.0622, -0.5479], [-1.0672, 0.8144, 0.6683], [1.1305, -4.2839, 0.1203], [1.2037, 2.1863, 0.7699], [0.8390, -4.6435, 0.9442], [1.2126, -4.1926, 1.6909], [-0.7423, 2.1367, 0.0584], [-1.2955, 2.2425, -0.8546], [2.1732, 1.2000, -1.5848], [1.1830, 0.8620, -1.1339], [-0.9446, -0.2312, -1.3083], [-2.4626, -0.3916, -0.4048], [1.0945, 2.9780, -0.6880]], "mulliken_charge": [0.369, 0.283, -0.671, -0.905, 0.313, 0.238, 0.303, -0.388, 0.312, 0.335, -0.631, 0.315, -0.565, 0.350, 0.310, -0.961, 0.268, 0.267, 0.455], "fmax_ha_per_bohr": 0.087, "charge": 0, "lumo_energy_ev": 0.66}

{"formula": "C4H13NO", "method": "ωB97M-V with the def2-TZVPD basis set", "species": ["H", "C", "H", "H", "H", "C", "H", "C", "H", "H", "O", "H", "C", "H", "H", "H", "N", "H", "H"], "coordinates": [[-0.9407, 1.5765, -1.1843], [0.9800, 1.0384, -0.2392], [-0.4247, -1.2766, -3.1726], [-1.1013, 0.8684, 0.3208], [-1.8301, -0.7176, -1.2397], [1.5507, 0.0719, 0.8014], [1.9620, -0.8062, 0.3128], [-0.4754, 0.7947, -0.5646], [0.3505, 0.1348, -3.0135], [1.5778, 0.9925, -1.1544], [-1.3602, -1.2653, 3.9068], [2.3364, 0.5678, 1.3778], [-0.7655, -0.5104, -1.2912], [0.8099, -0.2330, 1.5453], [1.1254, 2.0514, 0.0785], [-2.2454, -1.1142, 3.5396], [-0.4769, -0.3689, -2.7295], [-0.8842, -0.4905, 3.5835], [-0.1884, -1.3136, -0.8775]], "mulliken_charge": [0.341, -0.336, 0.205, 0.335, 0.279, -0.955, 0.310, -0.759, 0.205, 0.206, -0.643, 0.352, -0.357, 0.127, 0.344, 0.321, -0.582, 0.316, 0.291], "fmax_ha_per_bohr": 0.026, "charge": 0, "lumo_energy_ev": 0.74}

{"formula": "C4H13NO", "method": "ωB97M-V with the def2-TZVPD basis set", "species": ["H", "H", "H", "H", "H", "O", "H", "H", "H", "C", "H", "C", "C", "H", "H", "C", "H", "N", "H"], "coordinates": [[-1.0841, -0.4550, -1.5393], [0.2302, -1.8267, 0.6786], [0.3965, 2.0668, 1.3836], [-0.8891, -2.4662, -0.6297], [0.8058, -1.9736, -0.9248], [-2.6290, 0.0855, 1.7518], [-0.2954, 0.6329, 1.6877], [1.9493, 1.5742, -1.1395], [2.1474, -0.1613, -0.9994], [-0.1217, -1.7396, -0.3679], [-2.2004, -0.5329, 2.3380], [0.1810, 0.7710, -0.4143], [1.4386, 0.6080, -1.3121], [-0.2713, 1.6643, -0.8717], [1.3731, 0.5461, 1.4020], [0.4853, 1.0689, 1.0356], [1.2587, 0.7118, -2.3938], [-0.6419, -0.4080, -0.6221], [-2.1330, -0.1660, 0.9375]], "mulliken_charge": [0.248, 0.287, 0.391, 0.347, 0.330, -0.687, 0.261, 0.431, 0.384, -0.944, 0.321, 0.490, -1.448, 0.229, 0.315, -1.252, 0.339, -0.391, 0.347], "fmax_ha_per_bohr": 0.053, "charge": 0, "lumo_energy_ev": 0.91}

{"formula": "C4H13NO", "method": "ωB97M-V with the def2-TZVPD basis set", "species": ["C", "C", "H", "H", "C", "O", "N", "C", "H", "H", "H", "H", "H", "H", "H", "H", "H", "H", "H"], "coordinates": [[-1.4615, -1.8674, -1.2513], [-0.1178, 0.8803, -1.1669], [-1.4019, -1.1623, -2.1839], [-1.7587, -1.4740, 1.0170], [-1.5167, -0.9285, 0.0024], [2.2638, 2.1477, 1.6408], [-0.3945, -0.0140, 0.1383], [0.8604, -0.5914, 0.5791], [1.7755, -0.2179, -0.0915], [1.4109, 1.8584, 1.2074], [-2.5235, -0.2289, 0.0225], [-0.3111, 0.1995, -1.9617], [0.8093, 1.2819, -1.1683], [1.0236, -0.2291, 1.5893], [0.8780, -1.7833, 0.3939], [-2.3245, -2.4773, -1.4985], [2.0570, 3.0918, 2.0420], [-0.9838, 1.6939, -1.2112], [-0.5863, -2.5941, -1.2319]], "mulliken_charge": [-0.845, -1.058, 0.229, 0.311, -0.473, -0.658, 0.015, -0.962, 0.303, 0.354, 0.235, 0.344, 0.511, 0.295, 0.283, 0.381, 0.326, 0.198, 0.212], "fmax_ha_per_bohr": 0.137, "charge": 0, "lumo_energy_ev": 0.90}

{"formula": "C4H13NO", "method": "ωB97M-V with the def2-TZVPD basis set", "species": ["H", "H", "C", "H", "H", "C", "H", "H", "H", "C", "H", "N", "H", "H", "H", "C", "O", "H", "H"], "coordinates": [[-2.3501, -1.5176, -0.0878], [0.7369, 0.6958, 2.1355], [0.3806, 0.2717, -1.1107], [2.3348, -0.4416, -0.1002], [0.0081, 0.0748, -2.1426], [-0.4736, -0.6542, -0.2279], [2.2951, 1.1002, -0.6032], [-0.6896, -1.1383, 1.7458], [-2.1428, -0.9414, -1.7791], [-1.8642, -0.7658, -0.7012], [-2.4474, 0.1745, -0.4640], [-0.5282, -0.2923, 1.1720], [-1.3631, 0.4393, 1.3042], [2.3796, -0.1551, -1.7103], [0.0623, -1.7504, -0.2946], [1.8755, 0.1099, -0.9414], [1.0998, 1.4137, 2.6620], [0.8174, 2.1249, 2.1116], [-0.1312, 1.2519, -0.9681]], "mulliken_charge": [0.367, 0.427, -0.589, 0.371, 0.332, 0.363, 0.287, 0.267, 0.363, -1.460, 0.336, -0.644, 0.314, 0.546, 0.276, -1.477, -0.691, 0.280, 0.331], "fmax_ha_per_bohr": 0.148, "charge": 0, "lumo_energy_ev": 0.89}

no.,HOMO level (eV),calculated total energy (eV)
1,-8.251,-11806.579
2,-6.742,-11806.149
3,-18.022,-13838.146
4,-7.455,-17944.754
5,-9.511,-7895.082
6,-8.468,-7894.724
7,-9.107,-7896.137
8,-8.813,-7895.663
9,-8.402,-7893.827
10,-9.791,-7895.079